Computed, not measured: C48H45IIrN5O5S2 as an isolated structure, with the ωB97M-V functional and the def2-TZVPD basis.

Positions of all 107 atoms, in Å:
Ir 0.95 0.62 0.30
O 1.83 1.40 4.37
C 1.65 1.59 3.17
O 1.28 0.67 2.36
C 1.78 3.05 2.70
C 1.88 3.98 3.73
C 2.05 5.34 3.50
C 2.15 5.80 2.20
C 2.05 4.90 1.16
C 1.84 3.54 1.39
S 1.73 2.63 -0.12
H 1.84 3.59 4.74
H 2.13 6.02 4.34
H 2.31 6.85 1.99
H 2.11 5.25 0.13
C -5.05 4.20 -0.16
C -5.10 2.97 -1.02
C -6.16 2.74 -1.89
C -6.20 1.62 -2.70
C -5.17 0.70 -2.65
C -4.11 0.89 -1.77
C -4.07 2.03 -0.98
N -2.98 2.28 -0.09
C -1.71 1.81 -0.32
N -1.36 1.83 -1.62
C -0.40 1.07 -2.35
C 0.66 0.43 -1.70
C 1.47 -0.39 -2.49
C 1.27 -0.51 -3.86
C 0.25 0.19 -4.47
C -0.61 0.98 -3.73
C -1.75 1.72 -4.40
N -0.92 1.44 0.66
C -1.37 1.64 2.01
C -1.52 0.52 2.83
C -1.89 0.67 4.15
C -2.13 1.93 4.67
C -1.97 3.04 3.86
C -1.58 2.92 2.52
C -1.39 4.18 1.71
H -5.88 4.87 -0.39
H -4.11 4.74 -0.31
H -5.10 3.95 0.90
H -6.97 3.47 -1.93
H -7.03 1.47 -3.38
H -5.18 -0.19 -3.27
H -3.31 0.16 -1.69
H -3.22 2.37 0.88
H -2.07 2.23 -2.20
H 2.27 -0.94 -2.01
H 1.92 -1.15 -4.44
H 0.09 0.11 -5.54
H -1.72 1.55 -5.47
H -1.68 2.80 -4.24
H -2.72 1.38 -4.04
H -1.29 -0.45 2.41
H -1.97 -0.21 4.78
H -2.40 2.06 5.71
H -2.11 4.04 4.27
H -0.79 4.89 2.28
H -2.35 4.66 1.49
H -0.88 4.00 0.77
C -1.18 -5.65 -1.85
C -1.95 -5.21 -0.60
N -2.19 -3.78 -0.53
C -3.49 -3.28 -0.95
C -3.57 -2.95 -2.44
C -1.19 -2.94 -0.14
S -1.46 -1.25 -0.12
N -0.06 -3.56 0.19
C 1.03 -2.91 0.66
O 1.20 -1.71 0.90
C 2.21 -3.81 0.91
C 3.38 -3.24 1.41
C 4.51 -4.02 1.61
C 4.48 -5.38 1.32
C 3.31 -5.95 0.84
C 2.18 -5.17 0.63
H -1.02 -6.73 -1.83
H -0.22 -5.15 -1.87
H -1.73 -5.40 -2.76
H -1.40 -5.52 0.29
H -2.93 -5.70 -0.57
H -3.72 -2.39 -0.37
H -4.23 -4.04 -0.69
H -2.79 -2.23 -2.69
H -4.55 -2.53 -2.68
H -3.43 -3.84 -3.05
H 3.37 -2.19 1.64
H 5.41 -3.56 1.99
H 5.36 -5.99 1.47
H 3.28 -7.01 0.61
H 1.27 -5.61 0.24
I 9.15 -3.06 -0.56
C 7.43 -1.92 -0.21
C 6.38 -1.99 -1.11
C 5.23 -1.25 -0.85
C 5.15 -0.43 0.27
C 6.22 -0.37 1.15
C 7.37 -1.12 0.92
C 3.90 0.37 0.60
O 3.98 1.30 1.38
O 2.86 -0.07 -0.04
H 6.44 -2.62 -1.98
H 4.39 -1.30 -1.52
H 6.14 0.27 2.02
H 8.20 -1.08 1.61

Properties
- Net charge: -1
- Spin multiplicity: 2
- ΔE to the lowest compared entry with this formula, charge and spin: 22.68 kcal/mol
- Orbital gap (spin up / spin down): 7.07 / 5.51 eV
- LUMO level (spin up / spin down): 2.076 / 0.691 eV

Löwdin population analysis, charges in e, atoms 1 to 5: 1.293, 0.032, -0.597, -0.179, -0.121



Computed, not measured: C48H45N2P2SiW as an isolated structure, with the ωB97M-V functional and the def2-TZVPD basis.

Positions of all 99 atoms, in Å:
W 0.97 0.49 -0.23
C 2.89 1.32 -1.18
C 3.18 1.36 0.22
C 2.25 2.21 0.84
C 1.32 2.68 -0.15
C 1.77 2.17 -1.42
H 3.44 0.76 -1.92
H 4.01 0.89 0.70
H 2.19 2.44 1.89
H 0.58 3.45 -0.04
H 1.40 2.46 -2.38
C -0.86 5.06 -4.24
C -1.36 5.07 -2.94
C -1.43 3.89 -2.22
C -0.99 2.68 -2.78
C -0.49 2.69 -4.08
C -0.43 3.87 -4.80
P -1.06 1.15 -1.79
C -2.86 0.90 -1.61
C -3.33 0.03 -0.62
C -4.69 -0.18 -0.45
C -5.60 0.47 -1.27
C -5.15 1.34 -2.25
C -3.79 1.55 -2.42
C -0.36 -0.15 -2.82
C -0.83 -0.74 -3.98
C -0.06 -1.73 -4.57
C 1.16 -2.09 -4.00
C 1.59 -1.50 -2.82
C 0.83 -0.52 -2.18
H -0.80 5.98 -4.80
H -1.71 5.99 -2.50
H -1.86 3.90 -1.23
H -0.14 1.76 -4.53
H -0.03 3.86 -5.81
H -2.64 -0.46 0.05
H -5.04 -0.86 0.33
H -6.67 0.31 -1.13
H -5.86 1.85 -2.89
H -3.45 2.22 -3.20
H -1.78 -0.45 -4.42
H -0.40 -2.22 -5.48
H 1.76 -2.86 -4.47
H 2.53 -1.84 -2.39
N -0.30 -0.75 2.59
P -0.16 0.85 2.02
C -1.86 1.51 2.04
C -2.83 1.00 2.90
C -4.11 1.53 2.91
C -4.43 2.59 2.07
C -3.46 3.13 1.23
C -2.19 2.58 1.22
C 0.51 1.68 3.49
C 1.19 0.99 4.50
C 1.68 1.67 5.60
C 1.52 3.04 5.70
C 0.84 3.74 4.71
C 0.33 3.06 3.61
C -0.68 -1.68 1.64
C -1.35 -2.84 2.04
C -1.84 -3.70 1.09
C -1.64 -3.38 -0.25
C -0.93 -2.25 -0.56
N -0.42 -1.39 0.35
H -0.63 -0.94 3.52
H -2.60 0.18 3.58
H -4.86 1.12 3.57
H -5.43 3.01 2.08
H -3.71 3.95 0.58
H -1.43 2.97 0.55
H 1.33 -0.08 4.42
H 2.20 1.12 6.37
H 1.91 3.57 6.56
H 0.70 4.81 4.79
H -0.22 3.60 2.86
H -1.49 -3.02 3.10
H -2.36 -4.60 1.39
H -2.01 -4.01 -1.05
H -0.74 -2.02 -1.59
C 3.39 -0.94 2.37
Si 2.83 -1.37 0.60
C 4.44 -1.49 -0.40
C 2.32 -3.22 0.66
C 1.55 -3.84 -0.32
C 1.30 -5.21 -0.31
C 1.83 -6.01 0.69
C 2.64 -5.42 1.66
C 2.88 -4.06 1.64
H 4.35 -0.42 2.39
H 3.50 -1.81 3.02
H 2.66 -0.28 2.84
H 5.17 -0.71 -0.16
H 4.30 -1.48 -1.48
H 4.90 -2.44 -0.15
H 1.17 -3.26 -1.14
H 0.70 -5.65 -1.09
H 1.65 -7.07 0.71
H 3.09 -6.03 2.43
H 3.53 -3.65 2.40

Properties
- Net charge: +1
- ΔE to the lowest compared entry with this formula, charge and spin: 0.00 kcal/mol
- Orbital gap: 7.67 eV
- LUMO level: -2.311 eV

Löwdin population analysis, charges in e, atoms 1 to 5: 1.069, -0.173, -0.201, -0.170, -0.251



Computed, not measured: C48H46As2CuNO5PS2 as an isolated structure in a non-equilibrium geometry, with the ωB97M-V functional and the def2-TZVPD basis.

Positions of all 106 atoms, in Å:
Cu -1.18 0.04 0.23
O -1.91 2.43 -1.31
N -2.43 1.16 -0.93
C -3.72 1.20 -0.69
C -4.58 0.08 -0.51
C -5.96 0.36 -0.33
C -6.90 -0.65 -0.29
C -6.50 -1.97 -0.43
C -5.15 -2.28 -0.53
C -4.18 -1.28 -0.55
P -2.43 -1.79 -0.49
C -2.31 -2.51 -2.16
C -1.64 -3.67 -2.51
C -1.51 -4.02 -3.84
C -2.00 -3.19 -4.84
C -2.65 -2.01 -4.50
C -2.81 -1.67 -3.17
C -2.65 -3.09 0.76
C -2.63 -4.47 0.60
C -2.86 -5.28 1.70
C -3.10 -4.74 2.96
C -3.11 -3.37 3.11
C -2.90 -2.55 2.02
H -2.59 3.11 -1.06
H -4.24 2.17 -0.70
H -6.28 1.40 -0.23
H -7.96 -0.40 -0.16
H -7.24 -2.78 -0.43
H -4.83 -3.32 -0.59
H -1.16 -4.31 -1.74
H -0.97 -4.93 -4.10
H -1.88 -3.45 -5.90
H -3.02 -1.34 -5.27
H -3.31 -0.74 -2.89
H -2.44 -4.94 -0.38
H -2.84 -6.37 1.57
H -3.26 -5.40 3.81
H -3.29 -2.91 4.10
H -2.94 -1.45 2.13
C 1.32 2.34 -0.63
C 2.19 1.14 -0.94
As 1.88 -0.64 -0.01
C 3.39 -0.78 1.22
C 3.57 -2.07 1.72
C 4.46 -2.30 2.76
C 5.19 -1.25 3.31
C 5.03 0.03 2.79
C 4.13 0.27 1.76
C 2.66 -1.57 -1.56
C 4.02 -1.86 -1.61
C 4.53 -2.56 -2.68
C 3.70 -2.95 -3.72
C 2.36 -2.60 -3.70
C 1.84 -1.90 -2.62
As 1.89 3.43 0.92
C 0.19 4.21 1.51
C 0.21 5.50 2.04
C -0.96 6.09 2.51
C -2.16 5.40 2.46
C -2.18 4.10 1.96
C -1.01 3.51 1.51
C 2.44 5.05 -0.09
C 3.77 5.45 0.00
C 4.23 6.56 -0.70
C 3.35 7.29 -1.50
C 2.02 6.91 -1.59
C 1.57 5.79 -0.89
H 0.28 2.03 -0.47
H 1.31 3.02 -1.51
H 3.26 1.35 -0.81
H 2.06 0.86 -1.99
H 3.05 -2.91 1.25
H 4.58 -3.32 3.15
H 5.87 -1.42 4.14
H 5.62 0.86 3.19
H 4.00 1.29 1.38
H 4.67 -1.56 -0.79
H 5.58 -2.83 -2.69
H 4.10 -3.54 -4.55
H 1.69 -2.92 -4.50
H 0.77 -1.65 -2.58
H 1.14 6.06 2.07
H -0.92 7.11 2.90
H -3.08 5.87 2.80
H -3.11 3.54 1.92
H -1.02 2.48 1.15
H 4.46 4.89 0.64
H 5.28 6.85 -0.62
H 3.72 8.15 -2.07
H 1.31 7.47 -2.20
H 0.52 5.50 -0.95
O 2.60 -4.13 -0.47
S 1.23 -4.38 -0.94
O 0.57 -5.49 -0.25
O 1.10 -4.51 -2.39
S 0.17 -2.72 -0.28
C 1.51 1.16 3.36
O 1.01 1.15 2.03
C 0.39 -0.01 1.51
C 0.30 -1.14 2.52
H 0.70 0.98 4.10
H 1.90 2.18 3.51
H 2.34 0.46 3.52
H 1.22 -1.31 3.08
H 0.06 -2.09 1.98
H -0.54 -0.98 3.23

Properties
- Net charge: -2
- Spin multiplicity: 2
- Orbital gap (spin up / spin down): 4.09 / 5.63 eV
- LUMO level (spin up / spin down): 3.889 / 3.889 eV

Löwdin population analysis, charges in e, atoms 1 to 5: 0.161, -0.136, -0.154, -0.198, -0.257



Computed, not measured: C48H46BBr2F5N5O6P2PbTe as an isolated structure in a non-equilibrium geometry, with the ωB97M-V functional and the def2-TZVPD basis.

Positions of all 117 atoms, in Å:
Pb -1.07 -0.80 0.54
C -1.97 3.00 1.35
C -0.98 2.88 2.45
C -0.72 3.93 3.33
C 0.23 3.79 4.30
C 0.94 2.58 4.40
C 1.97 2.34 5.35
Br 2.51 3.72 6.50
C 2.60 1.11 5.46
C 2.23 0.06 4.65
Br 3.02 -1.58 4.89
C 1.20 0.20 3.61
O 0.86 -0.76 2.90
C 0.57 1.54 3.50
N -0.35 1.71 2.58
H -2.41 4.00 1.32
H -2.76 2.26 1.46
H -1.49 2.79 0.40
H -1.29 4.85 3.24
H 0.44 4.59 4.99
H 3.37 0.95 6.19
O 1.55 0.25 0.09
P 2.54 0.89 -0.85
C 1.58 2.31 -1.59
P 0.01 1.77 -2.40
O -0.97 1.28 -1.38
C -0.63 3.26 -3.21
C -0.82 4.40 -2.44
C -1.35 5.55 -3.00
C -1.68 5.57 -4.35
C -1.51 4.43 -5.12
C -1.00 3.28 -4.55
C 0.30 0.57 -3.71
C -0.38 -0.64 -3.65
C -0.23 -1.56 -4.68
C 0.58 -1.26 -5.76
C 1.25 -0.05 -5.83
C 1.10 0.88 -4.80
C 3.15 -0.02 -2.29
C 2.85 -1.37 -2.47
C 3.42 -2.05 -3.54
C 4.27 -1.39 -4.42
C 4.55 -0.05 -4.24
C 3.99 0.64 -3.18
C 3.93 1.72 -0.04
C 5.25 1.49 -0.41
C 6.28 2.14 0.25
C 5.99 3.02 1.29
C 4.67 3.23 1.67
C 3.65 2.59 1.01
H 2.19 2.92 -2.27
H 1.26 2.93 -0.75
H -0.56 4.38 -1.39
H -1.49 6.44 -2.40
H -2.07 6.47 -4.80
H -1.78 4.44 -6.17
H -0.87 2.39 -5.15
H -0.99 -0.86 -2.78
H -0.75 -2.51 -4.63
H 0.70 -1.98 -6.56
H 1.88 0.18 -6.67
H 1.62 1.83 -4.85
H 2.22 -1.88 -1.76
H 3.22 -3.10 -3.67
H 4.71 -1.93 -5.24
H 5.23 0.46 -4.92
H 4.23 1.69 -3.03
H 5.47 0.77 -1.19
H 7.30 1.95 -0.02
H 6.79 3.53 1.80
H 4.46 3.91 2.49
H 2.61 2.73 1.31
C -6.48 -0.87 -2.20
N -5.58 -1.04 -1.08
C -5.91 -1.68 0.17
C -4.68 -1.34 1.02
O -4.55 -1.61 2.20
N -3.79 -0.66 0.23
C -4.36 -0.49 -0.97
N -3.81 0.22 -1.95
H -7.40 -1.41 -2.01
H -6.03 -1.25 -3.12
H -6.72 0.19 -2.33
H -6.01 -2.77 0.07
H -6.83 -1.28 0.61
H -2.82 0.46 -1.87
H -4.21 0.18 -2.87
F 3.05 -0.04 2.13
Te 2.38 -1.80 1.42
F 4.09 -2.14 2.31
F 3.70 -1.12 0.11
F 1.89 -3.13 2.75
F 3.01 -3.40 0.54
O 0.85 -2.18 0.54
B -1.13 -4.96 -1.98
C -1.40 -3.59 -1.36
N -1.59 -2.53 -0.92
H -0.43 -4.78 -2.93
H -0.82 -5.63 -1.02
H -2.07 -5.61 -2.35
C -2.39 -1.15 4.21
C -2.06 -2.40 3.45
O -1.76 -2.40 2.27
C -2.12 -3.67 4.20
C -2.82 -3.83 5.39
C -2.81 -5.04 6.05
C -2.10 -6.12 5.53
C -1.41 -5.97 4.34
C -1.42 -4.76 3.67
H -2.18 -0.29 3.57
H -1.82 -1.09 5.14
H -3.45 -1.15 4.42
H -3.39 -3.01 5.81
H -3.36 -5.16 6.97
H -2.11 -7.07 6.04
H -0.86 -6.81 3.92
H -0.87 -4.63 2.75

Properties
- Net charge: +1
- ΔE to the lowest compared entry with this formula, charge and spin: 78.43 kcal/mol
- Orbital gap: 2.81 eV
- LUMO level: -7.042 eV

Löwdin population analysis, charges in e, atoms 1 to 5: 1.437, 0.003, -0.257, 0.035, 0.009